# 1
Molecular formula: C3H9N2O2
Method: DFT, wB97M-V/def2-TZVPD

- highest occupied orbital energy (alpha / beta) (Eh) = -0.5469 / -0.5567
- 2S+1 = 1
- molar mass (g mol⁻¹) = 105.117
- gap between HOMO and LUMO (alpha / beta) (eV) = 9.00 / 9.82
- SMILES = CC(C)/[N+](O)=N/O
- ΔE to the lowest compared entry with this formula, charge and spin (kcal per mole) = 185.83
- total charge = +1

Each line ends with the natural charge from an NBO analysis.
Atoms and positions in Å:
O -1.01013 0.64704 -1.20896  -0.44
O -3.16146 -0.21048 0.05115  -0.39
N -0.87591 0.14413 -0.02938  0.20
N -2.14073 -0.27631 0.74089  0.23
C 0.43831 -0.21533 0.40195  -0.12
C 1.19946 1.07527 0.71338  -0.64
C 1.10504 -1.12277 -0.60861  -0.61
H 0.24918 -1.68267 -1.07948  0.23
H 1.79742 -1.72737 -0.11578  0.26
H 0.34031 -0.89491 1.32308  0.27
H 1.55215 1.78017 -0.16348  0.23
H -0.20057 0.75666 -1.68368  0.52
H -3.94015 -0.35013 0.63920  0.54
H 1.60245 -0.45473 -1.43495  0.21
H 2.16289 0.81021 1.02011  0.25
H 0.88174 1.72123 1.43455  0.24


# 2
Molecular formula: C5H10INO2S
Method: DFT, wB97M-V/def2-TZVPD

- highest occupied orbital energy (Eh) = -0.2449
- 2S+1 = 1
- molar mass (g mol⁻¹) = 275.111
- gap between HOMO and LUMO (eV) = 3.79
- ΔE to the lowest compared entry with this formula, charge and spin (kcal per mole) = 129.62
- total charge = 0

Each line ends with the natural charge from an NBO analysis.
Atoms and positions in Å:
I 2.11811 0.64375 2.53613  0.16
S 1.57554 -0.88428 0.67144  0.67
O 0.09773 -3.84232 -0.25305  -0.41
O 1.90260 4.21339 2.15588  -1.00
N 0.31188 -1.94028 1.19608  -0.73
C -1.15812 -0.85583 -1.67079  -0.63
C -0.56219 0.38203 -0.83441  -0.24
C -1.35590 0.65056 0.51548  -0.63
C 0.29208 -3.02211 0.54699  0.90
C 1.01242 0.24723 -0.67245  -0.57
H -1.62017 -0.46457 -2.62196  0.23
H -0.73252 1.29102 -1.49769  0.24
H 2.33626 3.49595 2.60651  0.37
H 1.45484 1.27778 -0.55673  0.30
H -0.34677 -1.58246 -2.00369  0.20
H -0.70678 0.77695 1.42782  0.23
H -1.92476 -1.42907 -1.06084  0.22
H -2.09822 1.50567 0.44437  0.24
H 1.39850 -0.19304 -1.64839  0.25
H -1.99454 -0.27035 0.71931  0.21


# 3
Molecular formula: C20H30N4O2S
Method: DFT, wB97M-V/def2-TZVPD

- highest occupied orbital energy (Eh) = -0.2947
- 2S+1 = 1
- molar mass (g mol⁻¹) = 390.553
- gap between HOMO and LUMO (eV) = 8.61
- SMILES = O=C(NC1CCCCC1)N[C@@H]1C[C@H]2CC[C@@H](C1)N2C(=S)NCc1ccco1
- ΔE to the lowest compared entry with this formula, charge and spin (kcal per mole) = 6.26
- total charge = 0

Each line ends with the natural charge from an NBO analysis.
Atoms and positions in Å:
S 3.01164 1.03705 1.86963  -0.30
O -2.64331 -2.63449 -1.09366  -0.67
O 6.45178 1.21854 -1.66381  -0.41
N 3.41398 0.66262 -0.70667  -0.60
N -1.68171 -0.85150 -0.07273  -0.64
N 2.41203 -1.08185 0.44661  -0.45
N -3.76534 -0.68306 -1.08840  -0.64
C 7.68361 0.88635 -1.23948  0.08
C 0.53683 -1.30682 -1.05400  -0.42
C 1.64661 -1.61868 1.55810  -0.03
C 4.26986 1.83534 -0.74108  -0.28
C 7.75075 0.92204 0.11755  -0.31
C 1.73920 -3.13007 1.32599  -0.42
C 2.94653 0.15491 0.46547  0.32
C 1.92143 -3.26792 -0.19581  -0.41
C 5.70967 1.48232 -0.56164  0.25
C 1.93990 -1.82134 -0.70990  -0.04
C 6.46215 1.30769 0.56152  -0.29
C -5.63867 2.58563 -0.80681  -0.39
C 0.21086 -1.09403 1.44730  -0.42
C -0.42300 -1.53549 0.12631  -0.06
C -5.26431 1.20775 -1.34646  -0.40
C -2.68855 -1.46276 -0.76800  0.79
C -4.11747 0.60795 -0.53333  -0.04
C -4.89381 1.89067 1.48387  -0.40
C -6.02999 2.49652 0.66535  -0.40
C -4.52088 0.51329 0.94405  -0.41
H 8.41218 0.65154 -1.98991  0.20
H -6.46639 2.99462 -1.38887  0.21
H 0.24694 -0.00264 1.49643  0.22
H -0.38764 -1.44986 2.28593  0.22
H 6.13219 1.43945 1.57122  0.24
H 4.12573 2.32976 -1.70484  0.22
H 0.14583 -1.81345 -1.93726  0.23
H 2.60487 -1.71308 -1.57081  0.20
H 0.60080 -0.23606 -1.27023  0.20
H -3.24979 1.27537 -0.62588  0.18
H 0.84793 -3.63810 1.68617  0.22
H -6.92103 1.87301 0.76605  0.19
H 2.59993 -3.53725 1.85486  0.22
H 2.09117 -1.30008 2.50227  0.25
H 1.12106 -3.83644 -0.66396  0.22
H -3.69906 0.08742 1.52278  0.22
H -4.78767 3.26184 -0.91583  0.20
H -0.68185 -2.59731 0.16826  0.23
H -4.96922 1.27922 -2.39502  0.22
H -5.37582 -0.16089 1.03230  0.20
H -6.13106 0.54555 -1.28302  0.20
H -1.65657 0.15444 -0.03336  0.39
H -6.27256 3.49056 1.04521  0.21
H -5.19135 1.80729 2.53051  0.21
H 3.56053 0.01364 -1.46646  0.39
H 8.60381 0.70462 0.72664  0.23
H -4.02211 2.54774 1.43653  0.19
H 3.94890 2.49126 0.07131  0.26
H 2.86637 -3.75866 -0.42745  0.22
H -4.53592 -1.22417 -1.45353  0.40


# 4
Molecular formula: C5H7IN2S
Method: DFT, wB97M-V/def2-TZVPD

- highest occupied orbital energy (alpha / beta) (Eh) = -0.2126 / -0.3005
- 2S+1 = 3
- molar mass (g mol⁻¹) = 254.096
- gap between HOMO and LUMO (alpha / beta) (eV) = 6.43 / 6.34
- ΔE to the lowest compared entry with this formula, charge and spin (kcal per mole) = 55.95
- total charge = 0

Each line ends with the natural charge from an NBO analysis.
Atoms and positions in Å:
I 4.86861 0.31013 -0.03982  0.05
S -0.44056 1.18912 0.15248  0.27
N 0.30479 -1.25199 -0.01835  -0.40
N 2.62445 -1.66059 0.20602  -0.52
C 1.46661 -2.14910 0.02454  0.15
C 0.69033 2.65774 0.22212  -0.72
C -0.95282 -1.75677 -0.26520  -0.41
C 0.71004 -0.00278 0.10266  -0.22
C 3.45033 -1.01240 0.83349  0.30
H -0.05696 3.47624 0.23885  0.22
H -0.86610 -2.78830 -0.26060  0.21
H 1.44650 -3.19620 -0.21201  0.20
H 1.31808 2.53109 1.06180  0.23
H -1.68100 -1.50555 0.46226  0.21
H 1.50537 2.57889 -0.57268  0.24
H -1.28212 -1.40013 -1.14228  0.21